Entry 1:
Here is a molecular structure, CH2BrNOS in a non-equilibrium geometry from the OMol25 dataset. Energies are from ωB97M-V with the def2-TZVPD basis set.

Computed properties:
E_tot: -85481.59683 eV

Positions of all 7 atoms, in Å:
C  1.433  -0.113  1.208
N  -1.362  0.773  -1.134
O  2.180  0.678  0.806
S  -1.215  -0.272  0.041
Br  -0.351  -2.400  -0.266
H  -0.747  1.389  -1.488
H  0.062  -0.056  0.832

These are the Löwdin partial charges, in e, on atoms 1 to 4: number 1, C, carries -0.05; number 2, N, carries -0.39; number 3, O, carries 0.09; number 4, S, carries 0.46

---

Entry 2:
Here is 5 unconnected molecules or ions with the total composition C38H48Br2F5IN2O14P3SSi in a non-equilibrium geometry from the OMol25 dataset. Energies are from ωB97M-V with the def2-TZVPD basis set.

Computed properties:
Charge: +1
E_tot: -280176.86840 eV

Positions of all 115 atoms, in Å:
C  -2.852  -5.802  0.890
C  -3.208  -5.197  -0.478
C  -2.583  -3.863  -0.764
C  -1.315  -3.692  -1.374
C  -0.461  -4.812  -1.682
P  -0.739  -6.627  -1.310
O  -0.648  -7.344  -2.787
I  1.405  -7.288  -0.298
C  0.733  -4.616  -2.295
C  1.152  -3.323  -2.571
C  0.421  -2.211  -2.284
P  1.526  -0.812  -2.769
S  1.682  -0.736  -4.713
C  -0.906  -2.339  -1.689
C  -1.810  -1.233  -1.400
C  -1.541  0.175  -1.913
F  -0.912  0.096  -3.123
F  -2.751  0.688  -2.360
C  -0.943  1.228  -0.964
C  -1.680  2.566  -0.872
Si  -0.586  3.808  0.073
C  1.165  3.819  -0.565
C  -1.336  5.498  -0.324
C  -0.687  3.611  1.936
C  0.457  3.641  2.732
C  0.360  3.544  4.112
C  -0.871  3.423  4.736
C  -2.022  3.368  3.961
C  -1.917  3.467  2.581
C  -2.937  -1.485  -0.666
P  -3.923  0.084  -0.055
N  -2.996  0.433  1.389
O  -5.380  -0.301  0.588
N  -3.294  -2.797  -0.388
C  -4.554  -2.965  0.376
C  -4.314  -2.652  1.853
C  -5.567  -2.526  2.738
F  -5.489  -1.333  3.401
Br  -7.256  -2.710  1.829
C  -5.502  -3.615  3.844
F  -4.316  -3.577  4.446
F  -5.697  -4.816  3.291
Br  -6.869  -3.369  5.212
H  -2.407  -6.781  0.775
H  -3.714  -5.883  1.547
H  -2.118  -5.174  1.397
H  -2.978  -5.838  -1.327
H  -4.284  -5.171  -0.574
H  -1.206  -6.884  -3.430
H  1.382  -5.442  -2.541
H  2.130  -3.235  -3.027
H  1.289  0.396  -2.133
H  2.800  -1.183  -2.305
H  -0.825  0.786  0.024
H  0.060  1.526  -1.249
H  -1.811  3.007  -1.855
H  -2.615  2.506  -0.323
H  1.637  4.733  -0.222
H  1.211  3.832  -1.653
H  1.766  2.996  -0.182
H  -2.419  5.409  -0.409
H  -1.089  6.230  0.442
H  -0.935  5.864  -1.268
H  1.445  3.763  2.306
H  1.234  3.588  4.745
H  -0.955  3.367  5.810
H  -3.010  3.278  4.388
H  -2.816  3.445  1.977
H  -2.180  -0.163  1.475
H  -3.561  0.294  2.224
H  -5.575  0.081  1.453
H  -5.317  -2.365  -0.103
H  -4.963  -3.961  0.383
H  -3.771  -3.517  2.235
H  -3.657  -1.810  2.016
C  5.873  6.014  -0.916
C  4.710  6.276  -1.847
O  3.590  5.842  -1.066
C  3.944  5.903  0.237
O  3.185  5.759  1.145
O  5.264  6.142  0.375
H  6.683  6.729  -1.030
H  6.271  5.002  -1.016
H  4.587  7.335  -2.077
H  4.771  5.714  -2.775
C  4.928  -1.144  0.507
C  6.191  -0.455  0.978
O  6.130  0.796  0.284
C  4.841  1.050  -0.021
O  4.435  2.079  -0.449
O  4.060  -0.037  0.228
H  4.490  -1.793  1.261
H  5.081  -1.713  -0.412
H  6.189  -0.262  2.052
H  7.097  -0.995  0.715
C  1.166  8.465  4.339
C  1.826  8.105  3.027
O  1.062  8.862  2.083
C  0.498  9.908  2.737
O  -0.060  10.812  2.210
O  0.659  9.777  4.079
H  1.858  8.480  5.177
H  0.329  7.806  4.580
H  2.867  8.431  2.980
H  1.778  7.044  2.798
C  1.784  -8.713  -4.504
C  1.790  -10.006  -5.290
O  2.392  -9.607  -6.524
C  3.144  -8.501  -6.293
O  3.897  -8.020  -7.069
O  2.908  -8.016  -5.043
H  1.901  -8.862  -3.433
H  0.886  -8.123  -4.683
H  2.411  -10.775  -4.826
H  0.795  -10.409  -5.459

These are the Löwdin partial charges, in e, on atoms 1 to 4: number 1, C, carries -0.08; number 2, C, carries -0.21; number 3, C, carries -0.10; number 4, C, carries -0.06

---

Entry 3:
Here is 15 unconnected molecules or ions with the total composition C8H45BN3O18 in a non-equilibrium geometry from the OMol25 dataset. Energies are from ωB97M-V with the def2-TZVPD basis set.

Computed properties:
Charge: -1
E_tot: -51030.70122 eV

Positions of all 75 atoms, in Å:
C  2.395  -1.281  0.380
C  2.984  0.058  -0.242
O  1.919  0.698  -0.941
C  2.160  2.102  -1.123
C  1.386  3.063  -0.154
O  1.818  3.141  1.216
B  0.614  2.731  1.985
N  0.551  1.214  1.702
N  0.548  3.151  3.480
C  -0.251  2.484  4.078
O  -0.847  1.564  4.522
O  -0.504  3.288  1.183
C  -0.222  3.172  -0.216
C  -1.055  2.178  -1.110
C  -2.341  1.588  -0.382
N  -2.634  0.172  -0.803
H  2.289  -2.051  -0.420
H  1.351  -1.048  0.723
H  3.015  -1.638  1.235
H  3.737  -0.294  -1.017
H  3.445  0.685  0.556
H  2.021  2.443  -2.182
H  3.259  2.258  -0.892
H  1.715  4.083  -0.538
H  -0.410  0.874  1.678
H  1.133  0.681  2.351
H  -0.436  4.166  -0.704
H  -0.488  1.297  -1.503
H  -1.434  2.726  -2.006
H  -2.244  1.585  0.735
H  -3.211  2.257  -0.624
H  -2.945  -0.276  0.068
H  -1.755  -0.315  -1.012
O  -5.782  0.486  0.664
H  -4.871  0.413  0.351
H  -6.026  1.397  0.460
O  -2.108  5.936  0.377
H  -1.899  5.056  0.723
H  -1.400  6.492  0.719
O  -7.939  2.871  0.010
H  -8.278  2.303  -0.692
H  -8.721  3.334  0.332
O  3.856  -0.400  2.752
H  4.771  -0.451  2.453
H  3.598  0.511  2.562
O  -7.251  2.480  3.037
H  -6.732  1.762  2.650
H  -7.440  3.059  2.290
O  -0.423  3.060  -3.877
H  0.039  2.729  -4.658
H  -1.242  3.430  -4.226
O  2.148  2.025  -4.750
H  2.346  1.154  -4.386
H  2.853  2.588  -4.411
O  -0.371  -2.098  -0.827
H  -0.159  -3.006  -0.575
H  0.376  -1.827  -1.372
O  3.559  -3.832  -0.255
H  3.773  -4.741  -0.008
H  4.305  -3.559  -0.801
O  3.159  -6.385  -1.168
H  3.635  -6.687  -1.955
H  2.336  -6.023  -1.516
O  -0.762  0.793  7.320
H  -1.121  1.198  6.516
H  -1.378  1.057  8.012
O  0.027  -4.778  1.184
H  -0.774  -5.149  1.571
H  0.545  -4.492  1.945
O  1.495  -7.694  -3.286
H  1.706  -8.349  -2.610
H  0.703  -8.042  -3.711
O  4.493  -7.764  -3.259
H  5.031  -8.461  -3.648
H  4.300  -7.175  -3.998

These are the Löwdin partial charges, in e, on atoms 1 to 4: number 1, C, carries -0.10; number 2, C, carries -0.26; number 3, O, carries -0.19; number 4, C, carries -0.15

---

Entry 4:
Here is a molecular structure, C44H61ClP2PdSi from the OMol25 dataset. Energies are from ωB97M-V with the def2-TZVPD basis set.

Computed properties:
Charge: -2
E_tot: -89077.80237 eV

Positions of all 110 atoms, in Å:
Pd  -0.380  0.313  -1.399
C  0.581  4.059  -2.520
Si  -0.184  2.620  -1.477
C  0.829  2.905  0.159
C  0.708  4.060  0.933
C  1.386  4.226  2.135
C  2.225  3.215  2.585
C  2.373  2.060  1.826
C  1.685  1.887  0.623
P  1.678  0.295  -0.331
C  2.548  -0.923  0.813
C  4.057  -0.822  1.131
C  4.677  -2.188  1.484
C  3.663  -3.059  2.216
C  2.514  -3.423  1.263
C  2.259  -2.314  0.235
C  3.053  0.488  -1.604
C  3.935  1.723  -1.410
C  5.094  1.746  -2.407
C  4.584  1.659  -3.843
C  3.714  0.419  -4.033
C  2.548  0.411  -3.047
C  -1.881  3.371  -0.955
C  -2.226  4.715  -1.144
C  -3.494  5.204  -0.858
C  -4.463  4.343  -0.361
C  -4.143  3.006  -0.158
C  -2.872  2.510  -0.447
P  -2.411  0.724  -0.193
C  -4.116  -0.092  -0.315
C  -5.086  -0.236  0.871
C  -4.749  -1.384  1.818
C  -4.574  -2.700  1.067
C  -3.557  -2.554  -0.060
C  -3.960  -1.447  -1.023
C  -1.813  0.902  1.578
C  -2.706  1.557  2.636
C  -1.891  1.884  3.890
C  -1.232  0.630  4.458
C  -0.348  -0.033  3.405
C  -1.134  -0.355  2.134
H  0.757  4.990  -1.960
H  -0.062  4.293  -3.376
H  1.547  3.730  -2.919
H  0.035  4.846  0.597
H  1.253  5.130  2.721
H  2.757  3.315  3.525
H  3.020  1.277  2.203
H  1.983  -0.839  1.753
H  4.225  -0.146  1.974
H  4.605  -0.393  0.290
H  5.581  -2.039  2.083
H  4.992  -2.706  0.571
H  3.280  -2.501  3.078
H  4.132  -3.963  2.617
H  1.598  -3.610  1.830
H  2.745  -4.355  0.740
H  1.237  -2.370  -0.129
H  2.887  -2.469  -0.651
H  3.682  -0.399  -1.457
H  4.312  1.776  -0.385
H  3.317  2.618  -1.548
H  5.751  0.888  -2.210
H  5.699  2.648  -2.267
H  5.421  1.664  -4.550
H  3.979  2.549  -4.057
H  4.330  -0.478  -3.883
H  3.335  0.372  -5.058
H  1.932  -0.483  -3.176
H  1.880  1.251  -3.243
H  -1.483  5.397  -1.547
H  -3.726  6.250  -1.031
H  -5.460  4.704  -0.131
H  -4.909  2.349  0.238
H  -4.589  0.583  -1.037
H  -6.082  -0.437  0.449
H  -5.171  0.696  1.431
H  -5.532  -1.473  2.580
H  -3.827  -1.155  2.349
H  -5.539  -3.004  0.638
H  -4.274  -3.492  1.761
H  -3.438  -3.495  -0.601
H  -2.569  -2.322  0.352
H  -4.914  -1.717  -1.499
H  -3.212  -1.367  -1.813
H  -0.998  1.614  1.382
H  -3.525  0.888  2.919
H  -3.155  2.468  2.237
H  -2.530  2.358  4.644
H  -1.112  2.609  3.626
H  -2.015  -0.075  4.769
H  -0.649  0.871  5.353
H  0.112  -0.944  3.803
H  0.468  0.654  3.149
H  -1.867  -1.133  2.359
H  -0.469  -0.759  1.366
Cl  -0.634  -4.425  -5.058
C  -0.498  -4.764  -3.331
C  -0.266  -6.066  -2.958
C  -0.144  -6.432  -1.616
C  -0.276  -5.399  -0.670
C  -0.506  -4.100  -1.038
C  -0.627  -3.658  -2.414
C  -0.830  -2.343  -2.764
H  -0.180  -6.812  -3.741
H  0.043  -7.458  -1.327
H  -0.197  -5.627  0.390
H  -0.605  -3.337  -0.274
H  -0.966  -1.620  -1.948
H  -0.949  -2.027  -3.786

These are the Löwdin partial charges, in e, on atoms 1 to 4: number 1, Pd, carries 0.06; number 2, C, carries -0.27; number 3, Si, carries 0.49; number 4, C, carries -0.30